(1)
C10H22FIN2 as an isolated structure, computed with ωB97M-V with the def2-TZVPD basis set.

```
36
C10H22FIN2 ωB97M-V with the def2-TZVPD basis set
C 1.96744 0.65369 0.27130
C 1.18000 -1.75863 -0.29882
C 0.55542 1.04259 0.49168
C -0.23439 -1.24666 0.10481
C 2.09786 -0.92961 0.54019
C -0.45366 0.25977 -0.28901
C -2.42234 3.08530 0.13190
C 3.85781 -2.73065 -0.35745
C -2.52691 1.76747 -0.56202
C -4.82515 0.93165 -0.24140
N 3.56006 -1.27817 -0.04138
N -1.91139 0.67193 0.00990
F -4.95507 1.23570 1.00410
I -4.59441 -1.12946 -0.42751
H 2.45647 0.89238 -0.68077
H 2.75457 1.21058 0.80046
H 1.29886 -2.72023 0.11263
H 1.48367 -1.75762 -1.41126
H 0.28678 0.89574 1.53983
H 0.45428 2.09252 0.43977
H -1.02419 -1.91157 -0.38258
H -0.45471 -1.36258 1.17151
H 2.17166 -1.09821 1.62656
H -0.29811 0.34022 -1.47187
H -2.45677 3.89345 -0.57711
H -3.32535 3.21238 0.69294
H -1.67298 3.03743 0.92805
H 4.97680 -2.97499 -0.57393
H 3.58797 -3.45829 0.40393
H 3.28790 -3.05436 -1.22140
H -2.54674 1.81044 -1.66831
H -5.51208 1.53494 -0.84793
H 3.52240 -0.73252 -0.87797
H 4.30152 -1.02433 0.72540
H -2.58579 -0.26157 -0.10594
H -2.00144 0.86125 1.04169
```

Energy relative to the best compared isomer or geometry (same formula, charge and spin) (kcal/mol): 28.3
Highest occupied orbital energy (eV): -14.717
Kohn-Sham gap (eV): 8.5
Charge: +2
LUMO (eV): -6.24
Max |F| (eV/Å): 4.4
Multiplicity: 1

These are the natural (NBO) partial charges, in e, on atoms 1 to 4:
1 C -0.431
2 C -0.450
3 C -0.459
4 C -0.431



(2)
C10H22IMoO4P2 as an isolated structure, computed with ωB97M-V with the def2-TZVPD basis set.

```
40
C10H22IMoO4P2 ωB97M-V with the def2-TZVPD basis set
C 0.11872 -1.24949 -2.69013
C -0.02524 -0.13578 -1.70169
H 0.21268 -0.77936 -3.68169
H -0.77082 -1.89859 -2.69275
H 1.02468 -1.84628 -2.51456
O -0.16424 1.04950 -2.03375
I -0.09789 -2.52855 -0.00926
Mo -0.07599 0.36761 0.55632
P 2.29455 -0.21105 0.09957
C 3.13681 1.30696 0.64390
C 3.07092 -1.52258 1.11891
H 4.14797 -1.56172 0.90723
H 4.22270 -0.50182 -1.32544
H 2.62158 -2.49658 0.89425
H 2.87787 -1.49837 -1.91672
H 2.72929 1.62537 1.61105
H 2.91401 -1.29761 2.17802
C 3.13790 -0.52121 -1.50051
H 4.21074 1.09128 0.71946
H 2.87973 0.26062 -2.22183
H 2.95824 2.09153 -0.10034
P -2.32390 -0.29455 0.01278
C -3.08463 1.34812 0.19848
C -2.99093 -0.83049 -1.60604
H -2.86378 -2.43591 1.03663
H -4.31140 -1.38061 0.79023
H -3.17184 -1.05539 2.15065
C -3.26017 -1.41232 1.11604
H -2.68994 -1.86096 -1.83278
H -4.08622 -0.79309 -1.51396
H -4.17192 1.20130 0.12926
H -2.72813 1.98969 -0.61843
H -2.66026 -0.14249 -2.39659
H -2.78970 1.78155 1.16604
C -0.13104 2.50088 1.12123
O 0.52917 3.43476 0.77147
O 0.78963 1.31063 2.96467
C -0.15467 2.01353 3.32782
O -0.93226 2.64718 2.46521
H -0.39221 2.23429 4.37722
```

Energy relative to the best compared isomer or geometry (same formula, charge and spin) (kcal/mol): 0.0
Highest occupied orbital energy (alpha / beta) (eV): -20.301 / -20.246
Kohn-Sham gap (alpha / beta) (eV): 6.4 / 5.6
Charge: +3
LUMO (alpha / beta) (eV): -13.86 / -14.60
Max |F| (eV/Å): 4.6
Multiplicity: 3

These are the natural (NBO) partial charges, in e, on atoms 1 to 4:
1 C -0.808
2 C 0.557
3 H 0.316
4 H 0.302



(3)
A 4-piece molecular cluster, C10H22N2O8 overall, computed with ωB97M-V with the def2-TZVPD basis set.

```
42
C10H22N2O8 ωB97M-V with the def2-TZVPD basis set
C 2.68298 -2.26120 -0.45175
N 1.90384 -2.67900 -1.65074
O 1.58590 -3.83965 -1.76175
O 1.58897 -1.80054 -2.43310
H 2.91795 -3.13821 0.13418
H 2.05595 -1.53387 0.05312
H 3.58716 -1.78141 -0.81633
C -1.38523 -1.90606 -2.24275
N -1.03513 -1.00404 -1.11515
O -1.36485 0.15732 -1.19630
O -0.43446 -1.49060 -0.17307
H -1.26107 -1.36138 -3.17062
H -2.44801 -2.12375 -2.12324
H -0.79380 -2.80858 -2.19979
C -2.22368 2.23342 -5.33745
C -1.35297 1.60178 -4.27281
O -1.05562 2.52169 -3.21170
C -0.01915 3.35479 -3.38088
C 0.07178 4.36034 -2.27239
O 0.74760 3.29042 -4.30987
H -1.73374 3.11676 -5.74545
H -3.18124 2.53077 -4.91477
H -2.36404 1.49912 -6.13040
H -1.88631 0.79490 -3.77507
H -0.41847 1.22351 -4.68717
H -0.09342 3.92549 -1.29244
H -0.64723 5.16048 -2.46115
H 1.05367 4.82853 -2.32021
C -0.58924 -0.40452 6.94109
C 0.73200 -1.05333 6.59492
O 0.66373 -1.61402 5.28190
C 0.95115 -0.78923 4.26988
C 0.70558 -1.45762 2.94338
O 1.35470 0.33145 4.43131
H -0.57099 0.08019 7.91300
H -1.37829 -1.15360 6.88144
H -0.81302 0.35828 6.19001
H 1.57523 -0.36713 6.68203
H 0.95158 -1.89728 7.25149
H 1.13902 -2.45881 2.96709
H 1.14648 -0.88592 2.13587
H -0.36529 -1.55947 2.77564
```

Energy relative to the best compared isomer or geometry (same formula, charge and spin) (kcal/mol): 0.0
Highest occupied orbital energy (eV): -10.197
Kohn-Sham gap (eV): 10.3
LUMO (eV): 0.06
Max |F| (eV/Å): 0.7
Multiplicity: 1

These are the natural (NBO) partial charges, in e, on atoms 1 to 4:
1 C -0.483
2 N 0.543
3 O -0.372
4 O -0.401



(4)
C10H22N4O as an isolated structure, computed with ωB97M-V with the def2-TZVPD basis set.

```
37
C10H22N4O ωB97M-V with the def2-TZVPD basis set
C 2.43699 -0.80381 -1.26942
C -2.86220 1.74493 -0.93639
C -3.52380 0.89235 -0.21311
C 3.53080 -1.01994 0.74073
C 2.11362 -0.64435 1.24009
C 2.67587 1.96535 -0.47466
C -2.89866 -0.39899 0.41171
C -0.70272 -0.78205 -0.90568
C -2.18105 -1.20872 -0.66894
C 1.33258 1.47191 0.00485
N 3.38967 -1.23104 -0.65299
N -2.07529 -2.70879 -0.22417
N 1.35310 -0.01364 0.12680
N -0.02945 -0.43220 0.35562
O 0.92354 2.09786 1.15030
H 2.21293 -0.63238 -2.31518
H -3.31282 2.65310 -1.21151
H -1.82491 1.62818 -1.18890
H -4.62960 0.91962 0.02724
H 4.23388 -0.23403 0.74774
H 4.00977 -1.76178 1.31322
H 1.60049 -1.56440 1.60768
H 2.20375 -0.05636 2.12099
H 2.54498 2.89386 -1.09960
H 3.43980 2.26179 0.31706
H 3.10459 1.18559 -1.10172
H -3.68107 -0.83250 0.94400
H -2.22138 -0.13755 1.17430
H -0.86180 0.00691 -1.62797
H -0.16338 -1.63174 -1.43417
H -2.85556 -1.24682 -1.57521
H 0.54590 1.63720 -0.91147
H -1.80174 -3.40550 -0.93131
H -2.90861 -2.96562 0.25268
H -1.50944 -2.66290 0.52308
H -0.48777 0.35741 0.94130
H 1.82443 2.42894 1.59721
```

Energy relative to the best compared isomer or geometry (same formula, charge and spin) (kcal/mol): 52.5
Highest occupied orbital energy (eV): -16.386
Kohn-Sham gap (eV): 10.2
Charge: +2
LUMO (eV): -6.23
Max |F| (eV/Å): 4.9
Multiplicity: 1

These are the natural (NBO) partial charges, in e, on atoms 1 to 4:
1 C 0.313
2 C -0.364
3 C -0.169
4 C -0.262



(5)
C10H23BClFN4O11P4S as an isolated structure, computed with ωB97M-V with the def2-TZVPD basis set.

```
56
C10H23BClFN4O11P4S ωB97M-V with the def2-TZVPD basis set
C 0.27854 3.32522 0.79970
O -0.60019 3.36700 -0.37796
C -0.71076 2.00970 -1.01054
N -2.05567 1.72267 -1.58875
B -2.05653 1.27184 -3.02158
N -1.97235 -0.18946 -3.50113
O -2.09776 2.31319 -4.10744
C -3.07845 1.13263 -0.70296
Cl -3.57945 2.44156 0.56979
P -4.72958 0.81784 -1.68988
N -4.78825 -0.66883 -2.32985
C -2.62946 -0.17526 0.21002
F -3.94025 -0.85280 0.54240
S -2.04866 0.54525 1.86284
O -1.67428 -1.00655 -0.48898
C -1.01172 -2.03823 0.27529
O -1.76688 -2.69799 1.34248
C -1.49296 -4.17350 1.33593
N -1.01197 -5.31335 1.78973
P -0.63656 -3.46749 -1.00144
P 1.22114 -3.11231 -2.07854
O 2.53633 -3.40518 -1.20165
O 1.25247 -4.29623 -3.40311
O 1.34211 -1.54845 -2.85383
P 0.71012 -1.57474 0.99951
O 1.57110 -0.61901 0.08283
H 0.13864 2.39557 1.49595
H -0.00351 4.27812 1.46003
H 1.40257 3.50937 0.46466
H -0.25964 1.20002 -0.29489
H 0.04981 2.06708 -1.93110
H -2.29565 -0.20700 -4.50478
H -0.97891 -0.50362 -3.43953
H -1.23123 2.20536 -4.62864
H -4.96828 1.88921 -2.66406
H -5.78327 0.93213 -0.70830
H -4.93126 -0.57297 -3.37405
H -2.92746 0.12043 2.90314
H -1.76050 -3.45797 -1.93744
H 2.17079 -4.34862 -3.79989
H 2.20170 -1.61263 -3.39356
H 0.49201 -0.91471 2.26647
H 1.43938 -2.82788 1.23111
C 5.43522 1.52409 3.09317
C 4.18156 0.76069 3.47208
C 3.42574 0.21131 2.29938
O 2.10562 0.12174 2.80807
C 1.99928 1.08980 3.76841
O 0.95116 1.43523 4.28806
O 3.22265 1.62316 4.06469
H 5.75173 2.17783 3.91252
H 6.25333 0.83857 2.85079
H 5.26247 2.16947 2.22506
H 4.42446 -0.02170 4.20191
H 3.78801 -0.77162 1.98518
H 3.41352 0.88199 1.43265
```

Highest occupied orbital energy (eV): -8.580
Kohn-Sham gap (eV): 7.3
LUMO (eV): -1.27
Max |F| (eV/Å): 11.7
Multiplicity: 1

These are the natural (NBO) partial charges, in e, on atoms 1 to 4:
1 C -0.290
2 O -0.563
3 C 0.081
4 N -0.811



(6)
A 3-piece molecular cluster, C10H23BO2 overall, computed with ωB97M-V with the def2-TZVPD basis set.

```
36
C10H23BO2 ωB97M-V with the def2-TZVPD basis set
C 1.16804 0.42258 1.40221
C 1.47231 1.58491 1.40916
C 1.71844 3.02061 1.34457
B 0.47172 3.70848 0.61505
C -0.93846 3.51618 1.26024
H 0.80203 -0.57712 1.29984
H 1.73716 3.42606 2.36380
H 2.67564 3.22156 0.86331
H 0.62560 4.36467 -0.36907
H -1.74695 3.71562 0.55946
H -1.03314 2.50487 1.66220
H -1.03487 4.19099 2.12002
C 0.07473 -5.02542 1.19332
C 0.83542 -3.71532 1.07173
C 2.09287 -3.70271 1.92608
O -0.00869 -2.61048 1.40368
H -0.23915 -5.18645 2.22856
H -0.81967 -5.00930 0.57052
H 0.69507 -5.87016 0.89151
H 1.10685 -3.55081 0.02753
H 1.83483 -3.82708 2.98162
H 2.62000 -2.75435 1.82041
H 2.76872 -4.51098 1.64402
H -0.27651 -2.70807 2.32451
C -1.93992 1.17103 -3.89597
C -1.27931 1.83002 -2.69584
C -0.41332 0.85600 -1.91215
O -2.25758 2.43496 -1.85028
H -2.59396 0.35770 -3.56848
H -2.54874 1.89178 -4.44200
H -1.19615 0.75494 -4.57705
H -0.66177 2.66276 -3.03832
H -1.02203 0.02998 -1.53126
H 0.03269 1.34744 -1.04853
H 0.38182 0.43978 -2.53187
H -2.83556 1.74004 -1.51626
```

Energy relative to the best compared isomer or geometry (same formula, charge and spin) (kcal/mol): 75.1
Highest occupied orbital energy (eV): -9.336
Kohn-Sham gap (eV): 10.2
LUMO (eV): 0.82
Max |F| (eV/Å): 0.4
Multiplicity: 1

These are the natural (NBO) partial charges, in e, on atoms 1 to 4:
1 C -0.291
2 C 0.011
3 C -0.846
4 B 0.719



(7)
C10H23N9O6V as an isolated structure, computed with ωB97M-V with the def2-TZVPD basis set.

```
49
C10H23N9O6V ωB97M-V with the def2-TZVPD basis set
O -1.17091 -1.08417 -3.34734
H -0.98916 -1.27144 -4.31210
V 0.68681 0.17814 0.10044
N 2.04885 -1.01752 -0.59806
N -0.36874 -1.67060 0.22577
N 1.31378 2.07084 -0.03342
N -0.89805 1.14679 0.86047
O 3.19363 -0.49629 -0.83737
O 2.67235 2.46627 -0.16433
O -2.13492 0.67873 0.83116
O -1.64886 -1.74999 0.25298
C 0.37215 -2.66665 -0.35482
C 1.69928 -2.30843 -0.85465
C 0.55847 3.00211 0.59795
C -0.68150 2.44755 1.15096
C 2.61345 -3.24061 -1.61506
H 2.19671 -3.31805 -2.64725
H 2.60077 -4.20922 -1.06852
H 3.63377 -2.82325 -1.66918
C -0.33994 -3.96934 -0.55047
H -1.21879 -3.86241 -1.21265
H -0.64843 -4.32221 0.44611
H 0.31858 -4.73846 -0.96478
C 1.10094 4.38000 0.79573
C -1.71762 3.24048 1.90247
H 1.68602 4.68771 -0.09510
H 1.73760 4.41636 1.71331
H 0.20177 5.01179 0.92942
H -2.41105 2.48448 2.32066
H -2.26978 3.90711 1.21562
H -1.28508 3.86341 2.71412
H 3.14934 1.65541 -0.39808
H -2.01500 -0.32355 0.57916
C -2.79323 -0.94849 -3.31248
H -3.12022 -1.68674 -3.97498
H -2.98637 0.05782 -3.65872
H -3.24071 -1.05056 -2.34844
O -0.08633 0.24150 -1.70564
H -0.54072 -0.18080 -2.63288
H 0.13432 1.10641 -2.07922
N 3.48997 1.11261 4.27913
N 2.46613 0.41788 3.65733
N 2.11778 -0.84127 3.98814
C 1.29206 -1.12108 2.96534
N 1.21677 -0.12432 2.07649
N 1.97807 0.89621 2.54333
H 3.37046 2.09876 4.10256
H 3.53456 0.88373 5.25675
H 0.72904 -2.04942 2.82997
```

Energy relative to the best compared isomer or geometry (same formula, charge and spin) (kcal/mol): 0.0
Highest occupied orbital energy (alpha / beta) (eV): -5.167 / -6.353
Kohn-Sham gap (alpha / beta) (eV): 5.3 / 6.4
LUMO (alpha / beta) (eV): 0.09 / 0.09
Max |F| (eV/Å): 4.2
Multiplicity: 4

These are the natural (NBO) partial charges, in e, on atoms 1 to 4:
1 O -0.738
2 H 0.499
3 V 1.273
4 N -0.127



(8)
One molecule with the formula C10H23NO2, computed with ωB97M-V with the def2-TZVPD basis set.

```
36
C10H23NO2 ωB97M-V with the def2-TZVPD basis set
C -1.75571 2.25618 -0.57982
C -0.33199 1.75416 -0.79860
C -0.24455 0.22946 -0.63755
C -0.32443 -0.23078 0.81509
C -0.14588 -1.74344 0.92356
C -0.03864 -2.25321 2.36991
C 0.18267 -3.77222 2.35548
C -1.29858 -1.93071 3.18322
O 1.08980 -1.60769 2.94192
N 0.09712 2.10631 -2.15096
C 1.52865 2.28582 -2.31705
C 1.82595 2.35349 -3.81533
O 1.35387 1.20493 -4.46874
H -2.11143 1.97776 0.40759
H -1.79656 3.34136 -0.66081
H -2.41953 1.82593 -1.32639
H 0.32752 2.22627 -0.04789
H -1.04676 -0.22966 -1.21870
H 0.70110 -0.11082 -1.06235
H 0.46121 0.25223 1.39779
H -1.28837 0.05440 1.23687
H 0.77664 -2.02189 0.41090
H -0.97578 -2.25219 0.43054
H -0.65409 -4.27364 1.87739
H 1.09281 -4.00939 1.80988
H 0.28011 -4.15341 3.37122
H -1.38167 -0.85836 3.33708
H -1.25146 -2.41301 4.15874
H -2.18549 -2.28514 2.66567
H 1.19967 -1.92930 3.84316
H -0.37946 2.95067 -2.45475
H 2.03504 1.41518 -1.89408
H 1.91741 3.18729 -1.81377
H 2.90181 2.40952 -3.99595
H 1.35258 3.25331 -4.24127
H 0.50643 0.99057 -4.05199
```

Energy relative to the best compared isomer or geometry (same formula, charge and spin) (kcal/mol): 0.0
Highest occupied orbital energy (eV): -9.132
Kohn-Sham gap (eV): 10.0
LUMO (eV): 0.82
Max |F| (eV/Å): 0.7
Multiplicity: 1

These are the natural (NBO) partial charges, in e, on atoms 1 to 4:
1 C -0.615
2 C -0.037
3 C -0.393
4 C -0.405